# 1
Density functional theory data (wB97M-V/def2-TZVPD) for a cluster of 9 separate species, C5H30NO8S2 in total at a distorted geometry.

The geometry in XYZ format:
```
46
Properties=species:S:1:pos:R:3:mulliken_charge:R:1
H -1.21144 1.51917 -2.50832 0.423
H -1.30233 -4.06039 3.38872 0.302
H 1.21787 -2.89710 2.18655 0.298
H 1.39508 -4.94488 0.90683 0.339
H -0.23579 -4.29558 0.90942 0.208
H 2.03653 4.54349 2.60348 0.315
C -1.82236 1.77581 -0.43020 -0.502
H -2.73387 1.29233 -0.10733 0.455
H 1.33939 3.33444 -1.62001 0.361
H 1.00222 4.06363 3.73166 0.317
O 2.09870 4.38479 -0.58179 -0.674
H -2.69488 -3.21299 3.46953 0.299
H -2.75003 -1.86969 -2.20645 0.269
H -3.03814 -3.86804 1.53192 0.368
C -0.81280 2.17875 0.64502 -0.684
H -2.16788 2.75201 -0.84681 0.280
O -0.21099 0.89028 -4.05861 -0.664
O -1.97173 -3.54892 2.93645 -0.655
H -0.77889 -1.91828 0.74003 0.113
H 0.20228 2.24624 0.24242 0.164
H -0.96439 3.20735 0.99060 0.424
O -2.04460 -1.62505 -1.58528 -0.613
O 0.64502 2.77874 -2.04536 -0.634
H 3.05823 4.47955 -0.67927 0.348
O 5.21066 2.09706 -0.23351 -0.624
S -0.88956 1.17227 2.18597 -0.062
H -3.24453 -4.78632 0.27973 0.319
C 0.77779 -4.12775 0.51671 -1.169
H 2.06760 4.01571 0.31429 0.251
H -0.18506 0.87161 -1.54487 0.380
H -1.75962 0.18036 -1.75517 0.305
H -2.15571 -2.27943 -0.87767 0.307
H 0.79592 2.47325 -2.94193 0.300
H 5.15487 1.55709 0.56099 0.315
O 1.11538 4.48607 2.88139 -0.601
H -0.21200 -0.07526 -4.00091 0.321
H -0.89013 1.06123 -4.72555 0.323
C 1.17449 -2.73792 1.07886 -0.405
S 0.65279 -0.11344 1.81633 -0.119
C 0.23899 -1.57774 0.84245 -0.062
H 2.18800 -2.64833 0.66890 0.343
H 5.26884 1.48813 -0.97548 0.313
N -1.21652 1.03924 -1.58089 -0.082
H 0.47905 -1.20580 -0.22336 0.096
H 0.63733 -4.17104 -0.55449 0.341
O -3.46382 -3.92464 0.65502 -0.647
```

Its HOMO energy is -0.4229 Eh. As for the orbital gap: 8.7 eV. The value obtained for the energy is -1661.3066 a.u. The calculation puts the energy above the lowest of the compared OMol25 structures with the same formula, charge and spin at 0.0 kcal/mol. The total charge is +1. As for the LUMO energy: -2.79 eV.

---

# 2
Density functional theory data (wB97M-V/def2-TZVPD) for a cluster of 9 separate species, C5H31N2O8S in total at a distorted geometry.

The geometry in XYZ format:
```
47
Properties=species:S:1:pos:R:3:mulliken_charge:R:1
O 2.67918 -1.45377 -1.65132 -0.565
C -0.78244 0.50158 -1.21087 -0.346
C -0.08291 1.30266 -2.50873 -0.913
H 2.94612 2.97656 1.11991 0.336
O 2.22507 3.44564 0.73622 -0.634
H 1.64013 2.70939 0.68133 0.329
C -0.03172 -1.69730 1.22944 0.754
H -1.71871 0.94291 -0.88038 0.148
H -3.26813 2.53592 1.94214 0.286
H -4.49791 1.32130 -1.08170 0.305
H 1.90611 -2.49037 1.15540 0.342
H 0.40472 0.27421 1.86354 0.373
H 0.74229 3.88412 -1.95874 0.146
H 0.88117 0.93424 -0.15034 0.020
H 3.50732 -1.15557 -1.62480 0.235
H -3.16446 -1.02354 -1.92926 0.365
H 4.19376 -2.32819 1.58749 0.233
H -1.27088 0.11376 1.14113 0.310
H -1.29007 -4.51769 -1.14385 0.281
H 0.94774 0.95108 -2.60732 0.355
H -1.12903 -0.41949 -1.63262 0.272
H -0.76942 -2.32575 0.59491 -0.457
H -1.87885 1.97295 1.82349 0.288
H 2.29655 1.56190 2.92798 0.374
O -2.66124 -1.58125 -1.23452 -0.775
O -1.23405 -3.76944 -0.62485 -0.666
C -0.17749 -0.20415 1.04442 -0.390
H 3.77641 -1.96975 3.05342 0.334
S -0.42992 3.16880 -2.26588 -0.263
H 1.50095 -1.45005 -0.22584 0.305
O -4.30410 0.74556 -0.42673 -0.639
H 0.78664 -2.64412 3.07963 0.225
H 3.15610 0.13049 2.48128 0.246
N 1.18896 -2.22628 0.47138 -0.051
H -0.52921 1.05334 -3.39944 0.502
H 2.54818 -1.69446 -2.63238 0.271
H -3.26728 -1.29989 -0.53225 0.290
O 2.69879 0.96848 2.14402 -0.682
N 0.24390 0.18580 -0.28774 -0.028
H -3.55639 1.09848 0.12050 0.359
C -0.14321 -2.10118 2.69376 -1.124
H -1.18178 -2.65259 2.97472 0.312
H -1.88567 -3.07119 -0.89826 0.375
O 3.52449 -1.95092 2.06432 -0.593
H 0.77502 -3.11121 -0.10941 0.407
O -2.68968 2.05616 1.28452 -0.579
H -0.35367 -1.21757 3.40707 0.328
```

Its HOMO energy is -0.4106 Eh. As for the orbital gap: 8.3 eV. The value obtained for the energy is -1318.3825 a.u. The calculation puts the energy above the lowest of the compared OMol25 structures with the same formula, charge and spin at 58.6 kcal/mol. The total charge is +1. As for the LUMO energy: -2.84 eV.

---

# 3
Density functional theory data (wB97M-V/def2-TZVPD) for a cluster of 13 separate species, C5H31NO12 in total at a distorted geometry.

The geometry in XYZ format:
```
49
Properties=species:S:1:pos:R:3:lowdin_spin:R:1
C -0.57335 2.50588 -1.08724 0.134
O 1.24698 1.91780 -4.01978 0.000
C -0.95791 1.27733 -0.48355 0.288
H -1.05419 -2.80727 2.53339 0.000
H -0.58213 0.57732 4.56551 0.000
H -2.89806 1.32768 2.14696 0.000
H -2.86606 -2.89178 -0.82697 0.000
O 1.65510 -2.72565 0.30536 0.000
H 2.44558 1.55330 -1.95115 0.000
C -2.10146 1.44815 -2.38381 0.332
O -2.31412 -2.31764 -0.26829 0.000
H 3.93319 0.79414 0.54634 0.000
O -0.40831 -0.40877 -4.49380 0.009
H -0.28452 -0.57288 0.36870 0.006
H -0.10959 -2.13242 -1.79166 0.000
H 2.10977 -3.55077 0.08290 0.000
H 0.13001 -2.84775 1.40772 0.000
H 0.52337 2.55641 -3.89394 0.000
N -1.91317 0.67321 -1.26376 0.030
H -0.06214 -0.35797 2.70922 0.000
C -1.34444 2.61139 -2.25068 0.099
H -1.81404 -2.91025 0.33335 0.000
O -0.38279 -0.75221 3.50977 0.001
O 2.05035 -0.74123 2.95660 0.000
H -1.00406 0.70690 1.35987 0.024
H 1.64209 1.02805 -0.71555 0.002
H -1.25318 -0.87559 -4.39593 0.000
H 2.73410 -0.32914 2.39935 0.000
H -3.52055 2.68896 2.40307 0.000
H 1.09919 -1.40129 -1.42095 0.000
O -2.71537 2.18142 2.54794 0.002
H -1.95716 -0.33174 -1.37970 -0.001
O -0.99174 1.46941 4.78056 0.000
O 3.86491 -0.15574 0.70925 0.000
H 0.69921 0.81137 0.78523 0.002
H -2.76169 1.22570 -3.20554 0.012
O 2.52155 1.07240 -1.10981 0.003
H -1.20075 3.44642 -2.92893 0.000
H 0.10134 -1.01149 -3.92439 0.000
H 2.60563 -0.67771 3.76019 0.000
H -1.33289 1.78547 3.92794 0.000
O 0.52804 -1.51140 -2.19371 0.000
H 0.70430 1.13266 -4.17169 0.000
C -0.31429 0.49442 0.55998 0.053
H 0.14165 3.21568 -0.78708 0.002
H 2.29025 -2.30948 0.91640 0.000
O -0.71901 -3.17629 1.71456 0.000
H 0.47069 -1.16799 3.78626 0.000
H 3.93966 -0.53705 -0.16851 0.000
```

Its HOMO energy (alpha / beta) is -0.4501 / -0.4501 Eh. As for the orbital gap (alpha / beta): 8.8 / 5.1 eV. The spin multiplicity is 2. The value obtained for the energy is -1166.4534 a.u. As for the expectation value of S²: 0.762. The calculation puts the energy above the lowest of the compared OMol25 structures with the same formula, charge and spin at 0.0 kcal/mol. The total charge is +1. As for the LUMO energy (alpha / beta): -3.44 / -7.12 eV.

---

# 4
Density functional theory data (wB97M-V/def2-TZVPD) for a cluster of 12 separate species, C5H31NO13 in total at a distorted geometry.

The geometry in XYZ format:
```
50
Properties=species:S:1:pos:R:3:mulliken_charge:R:1
H 3.21253 1.36148 0.87128 0.340
H 2.24762 -1.19204 -1.84630 0.233
H 2.35218 1.86410 3.04474 0.317
H -1.75482 0.04207 -2.72952 0.335
O 2.42252 2.33403 2.20991 -0.723
H -1.20552 1.63563 3.33940 0.302
H 4.23897 1.73385 -0.39315 0.226
H -0.54309 -3.44007 1.30377 0.472
O -2.39732 0.46048 -2.11939 -0.635
H -0.20550 2.63154 3.35642 0.331
H 1.26718 1.23844 -0.52711 0.635
C -0.46058 2.25870 0.38404 0.628
H 1.51874 2.60677 1.92009 0.299
H -1.68897 -1.28130 -0.40829 0.048
H -2.01660 -3.00717 -2.24423 0.307
C 0.31309 1.05763 0.00358 0.191
H -0.33870 0.54116 -0.73014 -0.569
C -0.77954 -0.75739 1.38528 -0.548
H -2.92640 3.44731 -1.12926 0.308
C 0.54511 -0.09754 1.04489 0.489
H 1.28013 -0.76539 0.57155 -0.395
H 1.60913 -4.24943 -0.30377 0.270
H -0.51228 -3.00439 -2.31930 0.326
O -0.24755 1.66658 3.48794 -0.621
H -3.16605 2.03530 -1.64732 0.335
H 2.77837 -3.12651 -0.10334 0.303
H -3.23944 0.00109 -2.17749 0.308
H -1.32299 2.41678 -0.32863 -0.177
O -1.27885 -3.05391 -2.90216 -0.639
O 3.51950 1.19377 -0.05705 -0.595
H 0.73137 0.38569 -2.95004 0.386
O 0.00747 3.18079 1.03378 -0.661
C -1.18549 -3.03699 0.54667 -0.039
H -3.27374 1.22815 1.52368 0.267
O 2.20004 -0.23225 -1.84569 -0.597
O -0.07065 0.39881 -3.49592 -0.687
O 1.91004 -3.35696 -0.48287 -0.554
H -0.86062 -1.05327 2.47601 0.403
H 1.05508 0.41224 1.84383 0.537
H -1.60584 0.01922 1.40447 -0.407
N -1.21502 -1.71539 0.39421 0.310
H 3.46510 -1.03024 1.07580 0.267
H -3.33530 2.53449 0.83379 0.396
O -3.21312 2.17508 1.74327 -0.653
H 0.11909 -0.24509 -4.18770 0.294
H 2.94415 0.21013 -1.41237 0.333
O -3.33742 2.61116 -0.88239 -0.722
O -1.68285 -3.78946 -0.30322 -0.655
O 3.66991 -1.96592 0.87561 -0.651
H 3.77454 -2.32855 1.76762 0.335
```

The SMILES is O=CCCCNC=O.O.O.O.O.O.O.O.O.O.O.O. Its HOMO energy is -0.3644 Eh. As for the orbital gap: 10.0 eV. The value obtained for the energy is -1241.9697 a.u. The calculation puts the energy above the lowest of the compared OMol25 structures with the same formula, charge and spin at 62.3 kcal/mol. As for the LUMO energy: 0.08 eV.

---

# 5
Density functional theory data (wB97M-V/def2-TZVPD) for a cluster of 11 separate species, C5H32N2O11 in total at a distorted geometry.

The geometry in XYZ format:
```
50
Properties=species:S:1:pos:R:3:mulliken_charge:R:1
H -4.44379 -0.68281 -3.92597 0.310
H 1.76943 2.82758 -1.45664 0.417
O -4.46528 -1.21400 -3.13020 -0.686
O -0.07045 -2.43418 1.49952 -0.586
H 2.40828 -1.38305 2.76654 0.233
H 3.25947 -0.56748 2.03035 0.264
H -0.81033 -2.91093 1.05012 0.301
O -1.90608 -2.33964 -3.46885 -0.609
H -0.78336 2.28521 1.38135 0.403
H 0.26957 3.23036 -0.51599 0.302
H -1.64829 -2.83911 -4.25749 0.293
H -2.84831 -1.28138 1.74290 0.281
N 2.44821 0.66212 -0.30119 -0.005
H 1.34978 0.66970 -4.18898 0.249
C 2.23681 -0.57886 -0.82790 -0.095
H -0.99936 -2.14439 -3.13731 0.299
N -0.56547 0.66095 2.76132 -0.569
H 3.16706 1.25405 -0.67910 0.346
C 0.93714 2.41018 -0.84798 -1.454
H -0.19862 2.68706 3.08354 0.240
O 2.23503 5.21156 0.11913 -0.643
H 1.48025 4.75124 0.49409 0.383
H 0.19163 0.04094 3.01507 0.303
O 1.24454 -2.39047 3.87682 -0.681
H 0.68611 -2.91731 1.14765 0.305
O 1.58339 0.51282 -3.26819 -0.535
H -3.42017 -1.03193 0.26783 0.434
H 0.42256 1.97882 -1.75210 0.182
H -2.30602 0.14371 -1.36395 0.259
C 1.29681 1.99801 1.64298 -0.804
O 2.28494 -0.61903 2.16725 -0.482
O -3.32366 -1.67416 1.00721 -0.737
H -1.06484 0.21178 2.00372 0.210
O 3.10259 -1.12760 -1.49254 -0.673
H -2.27239 -2.60587 -0.17910 0.369
H -3.86788 -0.10848 -1.68197 0.402
O -3.20013 0.17187 -1.01838 -0.674
C 1.22107 1.35835 0.21089 1.140
H 1.99683 1.42279 2.24305 0.405
H 1.69001 3.03523 1.52762 0.165
H 0.41621 0.61633 0.16986 -0.187
H -2.04694 -3.59076 -1.33188 0.310
O -1.71353 -3.36796 -0.45629 -0.744
C -0.10061 1.93099 2.22029 -0.750
H 1.26275 -1.03729 -0.69066 0.430
H 0.67197 -2.44701 3.06753 0.395
H 2.53903 0.37912 -3.27750 0.283
H -3.74781 -1.86267 -3.14060 0.359
H 3.05247 4.78528 0.38741 0.320
H 0.57936 -2.07965 4.50675 0.323
```

The SMILES is C[C@H](CCN)NC=O.O.O.O.O.O.O.O.O.O.O. Its HOMO energy is -0.3330 Eh. As for the orbital gap: 8.8 eV. The value obtained for the energy is -1146.8316 a.u. The calculation puts the energy above the lowest of the compared OMol25 structures with the same formula, charge and spin at 71.4 kcal/mol. As for the LUMO energy: -0.25 eV.

---

# 6
Density functional theory data (wB97M-V/def2-TZVPD) for a cluster of 12 separate species, C5H32N2O12 in total at a distorted geometry.

The geometry in XYZ format:
```
51
Properties=species:S:1:pos:R:3:mulliken_charge:R:1
H -1.00471 1.86407 3.51089 0.432
H 1.50000 0.29124 1.98288 0.359
H 0.96490 3.38498 -1.95320 0.313
H -3.84130 1.64419 -1.25286 0.287
O -1.56070 2.31081 -0.71204 -0.726
H -3.50442 -0.07212 -1.42184 0.164
O -0.68488 2.77204 3.51590 -0.744
H 4.74724 -0.74009 0.90202 0.272
N -3.21765 0.85767 -1.18280 -0.345
H -1.98884 -2.60539 -0.29283 0.221
O 0.12462 2.97686 0.83112 -0.884
H -2.01269 -0.02259 -3.26337 0.482
H -0.42520 3.77034 0.95201 0.259
H -0.46882 -0.72443 -3.43351 0.349
H -0.34514 3.02582 2.64525 0.350
H -2.78948 -2.21201 -2.48283 0.374
H -1.96648 -0.25811 2.94132 0.256
H -0.47071 2.31764 0.41425 0.569
O 0.57202 -1.79250 3.72561 -0.741
C -0.88420 0.08797 -1.47969 0.782
H -1.19845 -3.07135 2.58231 0.337
H -2.18239 -2.64167 1.54554 0.345
H -0.13102 -0.69625 0.25213 0.141
H -0.31776 -2.93616 -0.86907 0.202
C -1.73308 -2.08165 -2.28477 -0.812
H 0.10938 0.55743 -1.50606 0.495
H -0.33664 3.43508 -2.39266 0.283
H 1.43989 2.01369 3.11037 0.386
H 1.54571 2.32178 1.67715 0.417
H 3.36559 -2.60850 -2.46765 0.286
C -1.87839 1.19578 -1.08255 -0.195
H 3.73819 -0.03756 -0.19356 0.334
H 2.62036 0.61323 -3.59129 0.234
C -1.29891 -0.66333 -2.73983 -1.100
H 0.97033 -1.84268 2.81316 0.398
H 1.24619 1.16196 -3.11508 0.262
O 2.09235 1.93008 2.39000 -0.799
O 1.91045 0.48035 -2.96808 -0.494
H -0.62320 -0.51702 3.64198 0.357
O -1.20482 0.20571 3.29493 -0.651
H 2.35013 -0.83360 1.18058 0.315
N -0.90833 -0.86142 -0.35366 0.046
O -1.89436 -3.43258 2.02347 -0.654
O 0.45761 2.96430 -2.66658 -0.647
H -1.16222 -2.76670 -2.92567 0.323
H 1.16833 -1.29437 4.27401 0.296
C -1.14807 -2.21751 -0.88512 -0.493
H 2.20110 -1.72390 -1.95908 0.280
O 3.94717 -0.78589 0.36181 -0.646
O 1.51627 -0.62460 1.64245 -0.690
O 2.59500 -2.11905 -2.73542 -0.585
```

The SMILES is NC(=O)[C@@H]1CCCN1.O.O.O.O.O.O.O.O.O.O.O. Its HOMO energy is -0.3284 Eh. As for the orbital gap: 9.1 eV. The value obtained for the energy is -1222.1041 a.u. The calculation puts the energy above the lowest of the compared OMol25 structures with the same formula, charge and spin at 67.1 kcal/mol. As for the LUMO energy: 0.16 eV.